{"formula": "C56H42BCl4F3GeNO3P3PbS2", "method": "ωB97M-V with the def2-TZVPD basis set", "total_charge": -2, "total_energy_ha": -8695.22832, "homo_ev": [-1.1, -1.1], "orbital_gap_ev": [1.7330, 1.7337], "species": ["Pb", "F", "Ge", "C", "C", "C", "C", "C", "C", "P", "C", "C", "C", "C", "C", "C", "C", "C", "C", "C", "C", "C", "C", "C", "C", "C", "C", "C", "P", "C", "C", "C", "C", "C", "C", "C", "C", "C", "C", "C", "C", "C", "C", "C", "C", "C", "C", "P", "C", "C", "C", "C", "C", "C", "C", "C", "C", "C", "C", "C", "H", "H", "H", "H", "H", "H", "H", "H", "H", "H", "H", "H", "H", "H", "H", "H", "H", "H", "H", "H", "H", "H", "H", "H", "H", "H", "H", "H", "H", "H", "H", "H", "H", "H", "H", "H", "H", "H", "H", "H", "H", "H", "Cl", "C", "Cl", "Cl", "C", "N", "Cl", "F", "B", "F", "O", "S", "O", "O", "S"], "positions_angstrom": [[2.4596, 1.4499, 1.8159], [-2.9833, -2.5918, -3.0771], [-2.1442, -1.5518, -1.8978], [-1.5269, -0.2690, -3.2029], [-2.6158, -0.2412, -4.1575], [-2.6863, 0.6211, -5.2247], [-1.6006, 1.4442, -5.5322], [-0.5192, 1.3613, -4.6784], [-0.4563, 0.5764, -3.5238], [1.0796, 0.7830, -2.5080], [2.4846, 0.4671, -3.7791], [2.8718, 1.2963, -4.8444], [4.0290, 0.9826, -5.5412], [4.8744, -0.0884, -5.1811], [4.4698, -0.9439, -4.1940], [3.2852, -0.6334, -3.4750], [1.0836, 2.6221, -2.4842], [-0.1293, 3.3020, -2.5840], [-0.0713, 4.7057, -2.7680], [1.0728, 5.4119, -3.0361], [2.2537, 4.7486, -3.0452], [2.4096, 3.3727, -2.5192], [-1.5266, -3.0990, -0.7553], [-2.4778, -4.1327, -0.8512], [-2.4630, -5.2628, -0.0777], [-1.4702, -5.4144, 0.8501], [-0.4869, -4.4494, 0.9850], [-0.4740, -3.2897, 0.1930], [0.7537, -2.0055, 0.4085], [1.2870, -2.2518, 2.1721], [0.2402, -2.4006, 3.0984], [0.5255, -2.5963, 4.4335], [1.8143, -2.7097, 4.8917], [2.8616, -2.5926, 3.9748], [2.5907, -2.3943, 2.6129], [2.1851, -2.6906, -0.4630], [3.4042, -2.0194, -0.4642], [4.5534, -2.5485, -1.0142], [4.4998, -3.7842, -1.6170], [3.3007, -4.4950, -1.7215], [2.1698, -3.9604, -1.0698], [-3.6584, -0.7769, -0.9903], [-4.8467, -1.4021, -1.2563], [-5.9925, -0.9736, -0.5614], [-5.8928, 0.0492, 0.3810], [-4.6917, 0.6510, 0.6265], [-3.5419, 0.1978, -0.0161], [-1.9456, 0.5922, 0.7717], [-1.9401, 2.4179, 0.9349], [-2.7771, 3.2591, 0.2465], [-2.5987, 4.6483, 0.2242], [-1.5607, 5.2639, 0.9327], [-0.7760, 4.3888, 1.6994], [-0.9416, 3.0031, 1.6706], [-2.4653, -0.0428, 2.3944], [-3.0480, -1.3184, 2.3499], [-3.6342, -1.8606, 3.4998], [-3.5851, -1.1595, 4.6899], [-2.8945, 0.0317, 4.7897], [-2.3683, 0.6180, 3.6409], [-3.4816, -0.9096, -3.9414], [-3.6160, 0.6052, -5.8407], [-1.5717, 2.0212, -6.4147], [0.3044, 2.0292, -4.8721], [2.3147, 2.1425, -5.1553], [4.3767, 1.6312, -6.3189], [5.8397, -0.1656, -5.6527], [5.0174, -1.8502, -3.8976], [2.9780, -1.2257, -2.6261], [-1.0718, 2.7872, -2.5426], [-1.0046, 5.1832, -2.6633], [1.0023, 6.4227, -3.3298], [3.1753, 5.2902, -3.3183], [3.2351, 2.7833, -2.9946], [-3.2512, -3.9993, -1.6234], [-3.2044, -6.0588, -0.2144], [-1.4257, -6.2682, 1.5716], [0.2485, -4.6333, 1.7622], [-0.7503, -2.2509, 2.8198], [-0.2913, -2.7135, 5.2352], [2.0415, -2.9273, 5.9321], [3.9253, -2.6304, 4.3063], [3.3983, -2.3271, 1.8445], [3.4533, -1.0054, -0.0958], [5.4795, -1.9689, -1.0507], [5.4086, -4.2053, -1.9573], [3.1949, -5.4625, -2.1879], [1.2436, -4.4786, -1.1549], [-4.9253, -2.1654, -1.9988], [-6.9436, -1.4451, -0.6972], [-6.8303, 0.3484, 0.9086], [-4.6260, 1.3657, 1.4253], [-3.4992, 2.8544, -0.4728], [-3.1962, 5.2420, -0.4867], [-1.3436, 6.3273, 0.8286], [0.1179, 4.7761, 2.2156], [-0.2526, 2.3981, 2.2357], [-3.1285, -1.8276, 1.3788], [-4.1234, -2.8252, 3.4640], [-4.1741, -1.4798, 5.5729], [-2.9106, 0.5320, 5.7378], [-1.9197, 1.5975, 3.6898], [2.1404, 0.6357, 7.3922], [0.7229, 0.7162, 6.4834], [-4.1076, -5.2638, 7.1297], [-0.7127, 1.0942, 7.3045], [0.8538, 0.7042, 5.1164], [1.0031, 0.6593, 3.9705], [4.3810, 1.9357, -0.9564], [2.2717, 3.3197, 0.0092], [3.2088, 3.4961, -1.1091], [3.9878, 4.6440, -1.0107], [2.9364, 2.1930, 5.2491], [3.3792, 3.0054, 4.1537], [2.2669, 3.1927, 3.1523], [4.1020, 4.1804, 4.4768], [4.5842, 1.6579, 3.0415]], "forces_ev_per_angstrom": [[-1.41, -1.37, 0.06], [0.04, -0.29, -0.16], [0.81, -1.06, 1.54], [-0.36, 0.51, -2.21], [-0.39, -0.23, 1.48], [-0.72, -0.08, -0.81], [-0.12, -1.46, 1.22], [-0.01, 0.62, -0.52], [-0.01, -0.34, 0.36], [0.70, -0.17, -0.36], [-0.27, 0.15, 0.79], [0.61, -1.34, -0.07], [0.57, -0.14, 0.58], [-0.66, 0.77, -0.29], [-0.98, -0.44, 1.20], [0.07, 0.04, -0.46], [1.23, 0.00, -0.65], [1.78, 1.38, 0.42], [-0.91, -2.40, 1.02], [0.51, -0.44, -0.43], [1.66, -0.62, 0.70], [-2.48, 0.12, -2.71], [0.59, -0.50, 0.59], [-0.57, 1.12, -1.46], [-0.53, -0.90, -0.14], [0.74, -0.79, 1.53], [-0.08, 0.03, -0.18], [-1.22, -0.36, -0.42], [0.70, 1.23, 0.50], [-0.99, -0.74, -0.05], [1.84, 0.65, 0.52], [-1.91, -0.58, 1.85], [1.44, -0.15, -0.45], [0.72, 0.10, -0.04], [0.81, 0.32, -0.49], [0.61, -1.44, -0.16], [-0.18, 0.84, 0.01], [0.08, 0.18, -0.14], [-0.55, -0.69, -0.09], [-0.58, 1.02, 1.29], [0.81, 0.55, -0.94], [1.21, -0.10, -0.15], [-2.15, 0.81, 0.66], [0.93, -0.04, -0.01], [-1.83, -0.15, -0.27], [0.14, -0.18, 0.14], [-0.52, 0.77, 0.25], [0.55, 0.08, -0.41], [-0.39, -0.75, 0.04], [-0.75, 0.81, -1.57], [0.17, 0.43, -0.60], [-0.31, -1.40, 0.07], [1.13, 0.68, -0.08], [0.59, 1.00, 0.65], [-0.03, -0.13, 1.21], [-0.25, -0.02, 0.31], [0.32, -0.08, -0.69], [-0.73, -0.23, 0.99], [-0.47, 0.23, -0.79], [0.06, -0.37, -0.75], [0.80, 0.90, -0.52], [0.93, 0.09, 0.44], [-0.01, 0.77, -0.71], [0.14, -0.08, -0.16], [-0.46, 0.67, -0.12], [-0.02, 0.35, -0.40], [0.06, -0.27, -0.25], [-0.09, 0.62, -0.17], [0.18, -0.25, -0.12], [-0.16, 0.03, 0.14], [-0.99, 0.83, -0.24], [0.05, 1.01, -0.14], [-0.50, -0.36, 0.30], [-0.82, 0.58, 0.08], [0.31, -0.38, 0.66], [0.14, 0.49, 0.05], [-0.22, 0.69, -0.92], [0.13, 0.36, -0.23], [-1.58, 0.05, -0.55], [1.05, 0.32, -1.64], [-0.18, 0.26, -0.13], [-1.00, -0.06, -0.25], [-0.51, -0.11, 1.11], [-0.06, 0.20, 0.25], [-0.30, -0.18, 0.26], [0.76, -0.44, -0.63], [0.31, -0.05, -0.14], [-0.53, -0.45, 0.13], [-0.01, -0.42, -0.27], [-0.35, -0.29, -0.22], [1.01, -0.16, -0.33], [0.14, 0.32, 0.18], [0.03, 0.04, 0.52], [0.08, -0.29, 0.53], [-0.09, -0.30, 0.24], [-0.60, -0.23, -0.05], [0.21, -0.14, 0.25], [0.04, -0.03, 0.60], [-0.05, 0.01, -0.03], [0.71, -0.23, -0.66], [0.33, 0.31, 0.14], [0.15, 0.07, 0.11], [1.01, -0.38, 1.28], [0.19, -0.46, -2.06], [-0.08, -0.03, -0.06], [-0.93, 0.37, 0.40], [-0.78, 0.19, 2.76], [0.26, -0.30, -2.84], [-0.33, 0.45, -0.25], [1.03, 1.04, -1.69], [0.68, -0.48, 3.51], [-0.75, -0.77, -0.20], [0.41, 0.98, 0.15], [-0.06, -2.39, 0.60], [-0.25, 1.34, -0.20], [0.51, 1.40, -0.22], [1.02, 0.36, 0.31]], "mulliken_charge": [1.2739, -0.5295, 1.5654, -0.1570, -0.9416, -0.7402, -1.3773, 0.3846, 0.0983, 2.2122, 0.0520, -0.1552, -0.7971, -0.5918, -0.5074, -0.1965, 0.2041, -0.5739, -0.5986, -0.9465, -0.6986, 0.4097, -0.5218, -0.3195, -0.8136, -0.7577, 0.1018, 0.2546, 2.0487, 0.6093, -0.8937, -0.8799, -0.9419, -0.3357, -0.2472, 1.2293, -0.9248, -0.6664, -0.6985, -0.8983, -1.1589, 0.2528, -0.6983, -0.8635, -0.9868, 0.1075, -0.7823, 2.8998, 0.6523, -0.8217, -0.7604, -0.8120, -1.1019, -0.8147, 1.3875, -0.3603, -0.5737, -1.0338, -0.4610, -0.9153, 0.2355, 0.3410, 0.5145, 0.1455, 0.4395, 0.3699, 0.3977, 0.4047, 0.2788, 0.6223, 0.5171, 0.5305, 0.4035, -0.2310, 0.1646, 0.3575, 0.3253, 0.5108, 0.8160, 0.3374, 0.3959, 0.3137, 0.1416, 0.3455, 0.4066, 0.4774, 0.4727, 0.4648, 0.4693, 0.4174, 0.3308, 0.4956, 0.2451, 0.3970, 0.4189, 0.4278, 0.8338, -0.2546, 0.5030, 0.3662, 0.4900, 0.3454, -0.2879, 0.2203, -0.9950, -0.3117, -0.6494, 0.3600, -0.3285, -0.1045, -0.0307, -0.3024, -0.4216, 0.7763, -0.6314, -0.6274, -0.5396]}